Model 1:
The ion C5H11N2S with charge +1. Source: OMol25; level of theory: wB97M-V/def2-TZVPD.

orbital gap = 0.3436 Ha
SMILES = CS[N@+]1(C)C=NCC1
LUMO level = -4.785 eV

ORCA input file:
```
! RIJCOSX wB97M-V def2-TZVPD def2/J DEFGRID3
* xyz 1 1
C 1.06 -2.35 0.65
S 1.38 -0.84 -0.36
N -0.38 -0.02 -0.04
C -0.10 1.38 -0.01
C -1.00 -0.37 1.32
N -2.12 -0.85 1.19
C -2.57 -0.94 -0.12
C -1.46 -0.44 -0.99
H 1.98 -2.87 0.38
H 0.19 -3.04 0.49
H 1.14 -1.84 1.69
H 0.55 1.57 -0.89
H -0.97 1.90 -0.20
H 0.38 1.56 0.87
H -0.54 -0.25 2.27
H -3.52 -0.32 -0.17
H -2.80 -1.87 -0.50
H -0.91 -1.20 -1.66
H -1.60 0.45 -1.60
*
```

Model 2:
The ion C5H11N2S with charge +1. Source: OMol25; level of theory: wB97M-V/def2-TZVPD.

orbital gap = 0.2934 Ha
SMILES = C[NH+]=C=[NH+]C[C@H](C)[S-]
LUMO level = -5.127 eV

ORCA input file:
```
! RIJCOSX wB97M-V def2-TZVPD def2/J DEFGRID3
* xyz 1 1
C -2.86 -0.99 -0.23
N -2.12 0.20 0.07
C -0.87 0.35 0.40
N 0.04 1.22 0.60
C 1.36 0.76 1.08
C 1.80 -0.44 0.23
C 1.95 -0.05 -1.24
S 0.50 -1.68 0.26
H -3.15 -1.06 -1.25
H -3.91 -1.11 0.27
H -2.15 -1.88 -0.13
H -2.77 0.90 0.41
H 0.01 2.19 0.51
H 1.23 0.57 2.13
H 2.08 1.61 1.08
H 2.74 -1.03 0.66
H 2.38 -0.85 -1.71
H 2.62 0.87 -1.34
H 1.13 0.40 -1.79
*
```

It is model 1 that is the least stable of them.

Model 1:
The ion C5H11N2S with charge +1. Source: OMol25; level of theory: wB97M-V/def2-TZVPD.

orbital gap = 0.3156 Ha
SMILES = C=C(S)CN(C)C=[NH2+]
LUMO level = -3.644 eV

ORCA input file:
```
! RIJCOSX wB97M-V def2-TZVPD def2/J DEFGRID3
* xyz 1 1
C 1.56 0.64 -1.54
C 1.73 -0.10 -0.48
S 2.80 -1.54 -0.51
C 1.03 0.16 0.81
N -0.35 0.02 0.77
C -0.90 -1.38 0.86
C -1.14 1.06 0.48
N -2.42 0.88 0.36
H 1.99 0.44 -2.42
H 1.11 1.74 -1.56
H 3.24 -1.28 -1.70
H 1.41 -0.41 1.53
H 1.24 1.15 1.15
H -1.79 -1.44 1.51
H -1.23 -1.83 -0.23
H -0.05 -2.00 0.99
H -0.64 2.08 0.47
H -2.86 -0.05 0.41
H -3.07 1.63 0.60
*
```

Model 2:
The ion C5H11N2S with charge +1. Source: OMol25; level of theory: wB97M-V/def2-TZVPD.

orbital gap = 0.3505 Ha
LUMO level = -4.130 eV

ORCA input file:
```
! RIJCOSX wB97M-V def2-TZVPD def2/J DEFGRID3
* xyz 1 1
C -0.71 -0.46 1.17
C -1.35 -1.38 0.15
C 2.25 0.97 -0.77
C 1.18 0.29 0.03
C -0.72 1.78 0.15
N 0.00 0.58 0.52
N -0.10 -1.77 -0.73
S 2.66 -0.51 0.32
H -1.45 0.04 1.86
H 0.07 -1.10 1.64
H -1.81 -2.28 0.70
H -2.17 -0.88 -0.41
H 2.55 0.87 -1.76
H 2.49 2.00 -0.34
H -1.63 1.49 -0.35
H -0.87 2.52 0.98
H -0.20 2.31 -0.72
H 0.10 -2.77 -0.65
H -0.29 -1.73 -1.77
*
```

It is model 2 that is the least stable of them.